No. 1
The following is a DFT calculation (the ωB97M-V functional and the def2-TZVPD basis) of C12H23F3NO2OsP2 as an isolated structure.

Computed properties:
* expectation value of S²: 6.0300
* spin multiplicity: 5
* net charge: +3
* largest force on an atom: 0.095 Eh/bohr
* molecular weight: 522.49 g/mol
* gap between HOMO and LUMO (alpha / beta): 6.66 / 4.95 eV
* energy: -47566.613 eV

Geometry (Å):
Os1 -0.303 -0.190 0.003
P1 0.588 -0.725 -1.954
C1 -0.595 0.006 -3.125
C2 -1.921 0.263 -2.501
N1 -1.955 0.406 -1.163
C3 -3.015 0.947 -0.518
C4 -4.206 1.178 -1.196
C5 -4.237 0.965 -2.558
C6 -3.092 0.533 -3.217
C7 -2.825 1.246 0.964
P2 -0.994 1.424 1.359
H1 -3.020 0.425 -4.284
H2 -5.055 1.534 -0.579
H3 -5.177 1.146 -3.109
H4 -3.300 2.214 1.213
H5 -3.246 0.462 1.628
H6 -0.159 0.939 -3.453
H7 -0.715 -0.598 -4.032
H8 0.635 2.806 -2.639
O1 0.144 3.034 -3.435
H9 0.756 3.005 -4.193
H10 1.367 1.721 -0.301
O2 1.438 2.524 -0.874
H11 2.237 2.944 -0.522
C8 -0.696 3.178 1.064
H12 -1.577 3.764 1.319
H13 0.140 3.501 1.681
H14 -0.457 3.357 0.014
C9 -0.841 1.220 3.133
H15 0.177 1.518 3.401
H16 -1.566 1.850 3.653
H17 -0.996 0.170 3.389
C10 0.576 -2.521 -2.336
H18 0.658 -2.635 -3.436
H19 1.447 -2.974 -1.823
H20 -0.372 -2.950 -1.958
C11 2.236 -0.186 -2.459
H21 2.981 -0.837 -1.991
H22 2.351 -0.219 -3.543
H23 2.412 0.840 -2.128
F1 0.188 -2.853 1.008
C12 -0.847 -1.936 0.876
F2 -1.814 -2.569 0.094
F3 -1.403 -1.814 2.130

Mulliken atomic charge list, values in e, 4 entries: 0.70, 0.64, -0.84, 0.55

***

No. 2
The following is a DFT calculation (the ωB97M-V functional and the def2-TZVPD basis) of C12H23N2O2P2SZr as an isolated structure.

Computed properties:
* relative energy (zero: lowest compared OMol25 entry of this formula, charge and spin): 3.9325 eV
* net charge: +3
* largest force on an atom: 0.057 Eh/bohr
* molecular weight: 412.57 g/mol
* gap between HOMO and LUMO (alpha / beta): 3.98 / 3.97 eV
* energy: -50554.486 eV

Geometry (Å):
Zr1 0.514 0.368 0.674
P1 2.407 -1.373 1.234
C1 2.286 -1.898 -0.444
C2 1.029 -2.047 -1.116
N1 -0.051 -1.263 -0.691
C3 -1.238 -1.478 -1.282
C4 -1.318 -2.431 -2.284
C5 -0.217 -3.096 -2.846
C6 1.011 -2.779 -2.335
C7 -2.430 -0.678 -0.815
P2 -2.160 0.986 -0.187
H1 1.935 -3.076 -2.850
H2 -2.315 -2.634 -2.651
H3 -0.337 -3.815 -3.663
H4 -3.118 -0.635 -1.664
H5 -2.948 -1.291 -0.069
H6 2.850 2.959 -1.352
H7 3.126 -1.658 -1.115
H8 -0.772 6.618 -0.781
O1 2.286 2.520 -0.715
H9 1.872 3.343 -0.297
H10 -0.477 1.603 -0.118
O2 -0.660 6.609 0.161
H11 -0.440 5.680 0.341
C8 -2.907 2.025 -1.455
H12 -3.840 1.641 -1.889
H13 -3.147 3.021 -1.069
H14 -2.220 2.177 -2.289
C9 -3.226 1.256 1.223
H15 -2.943 2.188 1.716
H16 -4.291 1.346 0.985
H17 -3.124 0.479 1.979
C10 2.443 -3.088 1.908
H18 3.499 -3.394 1.850
H19 2.066 -3.180 2.937
H20 1.831 -3.712 1.237
C11 4.051 -0.618 1.565
H21 4.055 -0.320 2.630
H22 4.846 -1.359 1.379
H23 4.192 0.289 0.948
S1 -1.057 0.264 5.140
C12 -0.737 0.217 3.613
N2 -0.329 0.235 2.457

Mulliken atomic charge list, values in e, 4 entries: 0.80, 0.61, -0.83, 0.90

***

No. 3
The following is a DFT calculation (the ωB97M-V functional and the def2-TZVPD basis) of C12H23N2O2P2SZr as an isolated structure.

Computed properties:
* relative energy (zero: lowest compared OMol25 entry of this formula, charge and spin): 0.0000 eV
* net charge: +3
* largest force on an atom: 0.077 Eh/bohr
* molecular weight: 412.57 g/mol
* gap between HOMO and LUMO: 5.59 eV
* energy: -50558.419 eV

Geometry (Å):
Zr1 0.080 -0.247 0.810
P1 1.086 1.328 -2.728
C1 -0.496 2.102 -2.139
C2 -1.645 1.717 -1.191
N1 -1.518 0.953 -0.055
C3 -2.556 0.876 0.839
C4 -3.770 1.475 0.579
C5 -3.933 2.221 -0.577
C6 -2.858 2.335 -1.444
C7 -2.435 0.046 2.120
P2 -0.850 -0.142 3.131
H1 -2.941 2.938 -2.347
H2 -4.573 1.351 1.307
H3 -4.877 2.716 -0.790
H4 -3.062 0.518 2.893
H5 -2.871 -0.955 1.949
H6 -0.154 3.052 -1.837
H7 -0.993 2.248 -3.118
H8 0.451 6.401 1.181
O1 1.169 6.970 0.973
H9 1.329 6.817 0.024
H10 2.277 1.741 -2.053
O2 1.576 0.731 -0.280
H11 2.497 0.571 -0.002
C8 -0.894 1.223 4.303
H12 -1.756 1.127 4.978
H13 0.037 1.193 4.886
H14 -0.941 2.182 3.771
C9 -1.189 -1.627 4.111
H15 -0.295 -1.838 4.713
H16 -2.047 -1.461 4.776
H17 -1.376 -2.490 3.458
C10 0.892 -0.449 -2.942
H18 1.077 -0.699 -3.997
H19 1.603 -0.999 -2.312
H20 -0.130 -0.758 -2.679
C11 1.385 2.023 -4.369
H21 2.129 1.395 -4.876
H22 0.460 2.060 -4.957
H23 1.796 3.035 -4.254
S1 -0.468 -2.638 0.365
C12 1.171 -2.698 -0.060
N2 2.307 -2.782 -0.377

Mulliken atomic charge list, values in e, 4 entries: 0.87, 0.65, -1.12, 0.77

***

No. 4
The following is a DFT calculation (the ωB97M-V functional and the def2-TZVPD basis) of C12H24BrN2O6PS2 as an isolated structure.

Computed properties:
* relative energy (zero: lowest compared OMol25 entry of this formula, charge and spin): 1.3138 eV
* net charge: 0
* largest force on an atom: 0.077 Eh/bohr
* molecular weight: 467.34 g/mol
* gap between HOMO and LUMO: 8.76 eV
* energy: -129099.929 eV

Geometry (Å):
C1 -1.715 -2.220 3.123
C2 -0.473 -1.305 2.956
N1 0.524 -1.820 1.991
C3 0.948 -3.209 2.267
C4 0.230 -4.149 1.256
C5 1.597 -0.968 1.809
S1 2.796 -1.261 0.711
S2 1.648 0.528 2.792
C6 2.797 1.678 2.001
C7 2.109 2.858 1.256
C8 1.847 2.587 -0.265
C9 0.347 2.815 -0.659
O1 0.339 3.866 -1.670
C10 0.574 3.224 -2.846
O2 1.082 3.608 -3.795
O3 0.101 1.900 -2.806
C11 -0.384 1.753 -1.472
Br1 -0.098 -0.119 -0.996
P1 -2.263 1.885 -1.498
N2 -2.937 1.284 -0.237
O4 -2.781 1.061 -2.801
O5 -2.653 3.461 -1.626
H1 -2.342 -2.210 2.224
H2 -2.289 -1.787 3.960
H3 -1.464 -3.241 3.437
H4 -0.860 -0.360 2.550
H5 -0.051 -1.175 3.970
H6 0.636 -3.554 3.269
H7 2.029 -3.363 2.212
H8 0.659 -5.164 1.284
H9 -0.833 -4.281 1.513
H10 0.259 -3.728 0.242
H11 3.400 2.124 2.808
H12 3.508 1.202 1.312
H13 2.822 3.699 1.301
H14 1.204 3.199 1.780
H15 2.226 1.597 -0.564
H16 2.422 3.312 -0.859
H17 -0.193 3.055 0.268
H18 -3.537 0.519 -0.539
H19 -2.037 0.771 -3.359
H20 -2.362 3.938 -0.833
C12 -0.945 -2.029 -4.559
O6 -1.727 -2.504 -3.472
H21 -0.703 -2.864 -5.212
H22 -1.511 -1.283 -5.126
H23 -0.016 -1.587 -4.185
H24 -1.926 -1.744 -2.913

Mulliken atomic charge list, values in e, 4 entries: -1.34, -0.69, 0.68, -0.77

***

No. 5
The following is a DFT calculation (the ωB97M-V functional and the def2-TZVPD basis) of a 8-piece molecular cluster, C12H24Cl12O6 overall.

Computed properties:
* SMILES: COC(=O)OC.COC(=O)OC.ClCCl.ClCCl.ClCCl.ClCCl.ClCCl.ClCCl
* relative energy (zero: lowest compared OMol25 entry of this formula, charge and spin): 0.7785 eV
* net charge: 0
* largest force on an atom: 0.066 Eh/bohr
* molecular weight: 689.75 g/mol
* gap between HOMO and LUMO: 11.00 eV
* energy: -175385.483 eV

Geometry (Å):
C1 -4.221 1.732 -2.355
O1 -4.186 3.119 -2.630
C2 -3.008 3.722 -3.009
O2 -1.958 3.136 -3.124
O3 -3.179 5.049 -3.103
C3 -4.399 5.731 -2.918
H1 -3.840 1.080 -3.141
H2 -5.303 1.603 -2.358
H3 -3.824 1.322 -1.426
H4 -4.631 6.052 -1.903
H5 -5.256 5.314 -3.447
H6 -4.166 6.628 -3.492
C4 -1.875 -5.054 1.525
O4 -1.551 -4.176 2.587
C5 -2.156 -2.969 2.669
O5 -2.971 -2.480 1.878
O6 -1.673 -2.340 3.766
C6 -1.995 -1.056 4.075
H7 -1.948 -4.469 0.608
H8 -2.842 -5.556 1.535
H9 -1.122 -5.839 1.449
H10 -1.708 -0.906 5.115
H11 -3.073 -0.933 4.176
H12 -1.500 -0.241 3.545
C7 3.543 -4.821 -0.812
Cl1 3.132 -5.699 0.684
Cl2 5.285 -4.751 -1.091
H13 3.049 -5.311 -1.651
H14 3.165 -3.803 -0.715
C8 0.926 1.108 0.051
Cl3 1.600 -0.205 1.016
Cl4 -0.045 2.260 1.041
H15 1.779 1.617 -0.398
H16 0.319 0.646 -0.728
C9 0.919 6.223 -0.856
Cl5 -0.043 7.477 -0.026
Cl6 1.831 6.719 -2.314
H17 1.551 5.635 -0.191
H18 0.220 5.416 -1.076
C10 6.950 2.248 -0.746
Cl7 6.264 0.897 0.130
Cl8 5.640 3.010 -1.780
H19 7.447 2.983 -0.112
H20 7.659 1.725 -1.388
C11 -0.247 -4.434 -4.058
Cl9 -0.322 -6.066 -3.400
Cl10 -0.212 -3.098 -2.848
H21 0.526 -4.268 -4.808
H22 -1.240 -4.429 -4.508
C12 2.393 -1.976 6.044
Cl11 4.062 -2.545 5.731
Cl12 2.410 -0.572 7.239
H23 2.008 -1.659 5.075
H24 1.818 -2.798 6.471

Mulliken atomic charge list, values in e, 4 entries: -0.69, -0.33, 0.81, -0.56